Record 1
Formula: C51H45B3N3O22P
Source: OMol25
Level of theory: the ωB97M-V functional and the def2-TZVPD basis

Values from the calculation:
SMILES string = NC(N)(N)CB1OBOB(CP(=O)(O)O)O1.O=C1C=CC(=O)C=C1.O=C1C=CC(=O)C=C1.O=C1C=CC(=O)C=C1.O=C1C=CC(=O)C=C1.O=C1C=CC(=O)C=C1.O=C1C=CC(=O)C=C1.O=C1C=CC(=O)C=C1.O=C1C=CC(=O)C=C1
Kohn-Sham gap = 7.2 eV

Atoms and positions in Å:
C 8.397 -1.018 -4.385
C -3.069 1.978 6.848
C -6.001 -1.990 3.304
C -8.192 -0.757 0.203
O -0.721 -1.340 1.428
O -6.159 -0.306 -4.308
H 6.404 -0.353 -0.674
H 2.653 -0.814 2.427
C -6.962 -3.956 4.402
O -8.446 -2.718 1.468
H -8.216 0.984 -1.007
C -1.390 -2.132 0.789
O -7.421 -3.737 6.701
C 13.435 -1.524 -6.442
H 2.346 -1.711 4.529
H 13.572 -2.577 -6.234
B 5.943 2.261 4.562
C -4.623 -2.061 -3.969
C 2.526 1.163 4.429
H -12.002 -1.169 -0.746
C -4.997 -0.659 -4.277
H 0.273 -2.780 -0.481
O 11.003 1.045 -6.675
O 4.625 0.403 3.074
H 7.367 -3.612 -6.496
H -3.245 3.882 9.730
O -8.177 5.022 -1.407
H -3.047 -3.448 -3.706
H 4.508 0.945 0.513
C 12.090 0.509 -6.705
C -7.176 4.710 -2.012
H 0.188 1.504 3.553
H 15.421 1.229 -7.292
B 5.411 1.352 2.436
H 2.316 1.334 5.484
C 6.067 -2.315 -5.435
N 0.201 0.605 4.025
O -3.753 1.249 6.162
N 1.843 -0.208 2.497
H 2.282 2.095 3.897
C -8.971 -1.901 0.740
C 7.254 -2.777 -5.816
O 7.876 2.365 0.534
C -7.166 3.559 -2.952
C 5.951 -1.167 -4.497
H -6.466 -3.905 2.346
C 12.239 -0.939 -6.414
O 7.140 0.125 -0.264
C -3.347 -2.433 -3.934
C -2.837 -2.310 1.059
C -3.902 0.305 -4.538
C -6.499 -3.386 3.293
B 4.058 0.954 4.221
H 5.134 -2.743 -5.779
C 14.510 0.693 -7.059
C -3.562 -3.181 0.364
H -5.940 6.298 -1.148
H 13.179 2.334 -7.237
H 4.765 2.666 0.816
P 6.646 1.639 -0.162
O 4.983 1.456 5.138
H 11.325 -1.473 -6.180
H 7.110 0.288 -3.324
C -1.454 3.695 8.483
C -4.795 3.974 -3.436
C -2.871 3.408 8.832
O -3.786 3.660 -4.036
H -5.438 -2.747 -3.774
H 0.124 3.282 7.026
C -4.803 5.124 -2.499
C -6.494 -1.822 5.696
O -10.703 0.846 -1.725
C -8.758 0.140 -0.600
H -6.039 2.387 -4.301
C 1.566 0.090 3.906
C -10.187 0.033 -0.991
H -3.268 -1.697 1.839
C -6.998 -3.220 5.690
C 5.216 1.676 0.913
C -5.906 5.465 -1.838
C 8.510 -2.165 -5.317
N 1.619 -1.065 4.815
H 9.328 -0.588 -4.040
H -0.423 0.009 3.487
H -3.867 5.658 -2.390
H 1.049 -0.726 2.126
H -1.811 0.626 -4.684
H -4.620 -3.321 0.546
H 0.739 -1.566 4.778
H -1.090 -4.404 -1.794
O 6.301 2.052 3.237
H -8.101 3.023 -3.064
C -2.247 -1.467 -4.193
C -3.619 2.612 8.074
O -0.776 4.423 9.175
H -4.201 1.321 -4.758
H -1.271 1.792 5.600
H -7.337 -4.971 4.423
H -6.529 -1.306 6.647
O -5.585 -1.456 2.293
H 6.431 3.155 5.173
C -6.033 -1.250 4.587
O 9.592 -2.594 -5.663
C -6.061 3.220 -3.610
C -10.399 -2.011 0.355
C -1.509 -3.806 -0.994
H -5.662 -0.232 4.564
O 6.305 2.216 -1.474
C 14.663 -0.757 -6.766
H -7.153 -0.707 0.505
O 15.753 -1.287 -6.791
C -10.964 -1.114 -0.447
C -2.625 -0.064 -4.502
O 4.867 -0.757 -4.145
C -1.657 2.265 6.496
C -2.956 -4.002 -0.713
H -4.652 2.386 8.306
C -0.781 -2.940 -0.294
C 7.210 -0.552 -4.004
C 13.318 1.280 -7.030
O -3.618 -4.788 -1.356
O -1.087 -1.818 -4.140
C -0.910 3.060 7.257
H 7.760 3.320 0.439
H -10.939 -2.856 0.763

=====

Record 2
Formula: C51H45FeN8O2SSb
Source: OMol25
Level of theory: the ωB97M-V functional and the def2-TZVPD basis

Values from the calculation:
net charge = +3
<S²> = 8.758
spin multiplicity = 6
Kohn-Sham gap (alpha / beta) = 7.1 / 5.7 eV

Atoms and positions in Å:
C -2.731 -0.797 4.995
C 1.829 -0.573 3.527
Sb 0.597 -2.694 1.873
H 7.804 3.763 0.472
C 1.813 -1.577 -2.155
N 0.843 0.399 1.559
C 6.292 3.795 -1.057
C -2.184 2.604 0.805
C 7.451 3.322 -0.453
H -5.144 -0.531 -0.189
C -3.352 -1.291 0.653
C 2.802 -2.524 -2.415
C 3.190 2.828 -2.305
H 1.996 -1.456 4.130
C 5.894 3.198 -2.243
C 3.412 1.798 -1.384
H -2.812 -0.336 2.896
C 1.853 3.087 -2.642
H 0.313 -4.456 -2.497
H 0.926 3.692 1.922
C -4.163 -2.163 1.379
H -4.146 -4.956 -0.436
H -0.159 -2.347 -3.154
N -1.319 -0.962 -2.110
C 2.343 1.100 -0.876
H 1.602 3.879 -3.334
H -3.552 -2.857 -1.578
C -2.240 -3.261 2.173
O -2.251 -0.568 -4.113
H 8.438 1.008 -2.501
N -1.998 -1.364 0.704
S 4.424 3.775 -3.067
H -0.292 -6.564 -1.366
C 1.544 -0.614 -3.283
H -2.550 -0.969 7.125
C -2.512 3.367 2.849
C -0.994 -5.741 -1.385
C -3.207 3.361 -2.733
H -1.758 -4.037 2.753
C 2.379 -3.522 -0.320
H -1.411 1.214 7.371
H -2.122 4.242 3.358
C -2.336 2.563 -0.659
C -2.093 -2.026 -4.070
C 0.849 2.343 -2.077
C -1.880 -0.150 -2.926
H -3.091 -2.444 -3.944
H 3.320 -2.476 -3.364
C -1.561 -3.500 -2.071
H -0.954 2.596 5.393
H 3.871 -4.243 -1.699
C -1.849 1.209 4.007
C -2.347 -0.362 6.253
C -3.158 -4.835 -0.861
Fe -0.479 0.030 -0.266
C -4.084 -0.291 -0.188
N 8.186 2.335 -0.955
C 6.665 2.188 -2.797
H -2.515 -6.809 -0.316
H 2.496 2.708 3.354
C -1.197 -2.263 -2.843
C -1.459 1.643 5.275
H 0.582 -0.124 -3.215
C 1.122 2.899 1.201
H 2.558 -4.289 0.422
H -4.245 -3.850 2.704
C -3.619 -3.165 2.147
H 2.035 3.186 0.676
H -3.980 0.715 0.211
C -2.486 -0.013 3.873
O -2.618 3.686 1.427
H 5.731 4.611 -0.620
H 2.316 0.154 -3.329
H 4.412 1.541 -1.063
H 0.312 2.871 0.489
N -1.672 1.640 1.462
H -0.546 2.491 2.986
C -1.710 0.865 6.392
C 2.354 0.648 3.915
H -0.170 2.584 -2.330
H -3.308 4.458 -0.873
C -2.819 -3.652 -1.497
C -2.979 3.561 -1.379
N -1.903 1.437 -1.224
C -1.572 2.148 2.865
H 1.594 -1.159 -4.226
C 2.109 1.729 3.101
C -2.199 1.222 -2.510
H 2.525 0.302 -0.174
H -3.063 1.914 -4.341
C -2.244 -5.880 -0.798
C 1.340 1.605 1.946
C 7.804 1.793 -2.106
C 1.424 -2.544 -0.090
H 2.938 0.748 4.820
C 3.105 -3.505 -1.499
C -0.657 -4.555 -2.024
H -3.744 -0.312 -1.218
N 1.143 -1.565 -0.974
H -3.509 3.129 3.216
N 1.053 1.341 -1.194
C 1.103 -0.667 2.352
H -5.235 -2.042 1.315
H -3.240 -1.746 4.891
H 6.405 1.733 -3.743
C -2.842 2.148 -3.308
H -3.701 4.122 -3.323
H -1.664 -2.355 -5.011
C -1.470 -2.351 1.466

=====

Record-wise energy values, in Ha: -4206.019063, -4460.297972